Entry 1:
# C5H6O2

C5H6O2 in the gas phase (ωB97M-V/def2-TZVPD, the OMol25 dataset).

Cartesian coordinates (Å):
O 1.437 0.629 -1.145
C 2.159 0.000 -0.164
C 0.912 -0.476 0.421
C -0.302 -0.656 0.648
C -1.741 -0.432 0.897
C -1.288 0.067 -0.416
O -0.980 1.342 -0.639
H 0.003 1.308 -0.924
H 2.739 0.643 0.522
H 2.811 -0.819 -0.511
H -1.940 0.305 1.672
H -2.369 -1.319 0.913
H -1.439 -0.591 -1.275

DFT total energy = -344.4104 a.u.
highest occupied orbital energy (spin up / spin down) = -9.09 / -9.09 eV
HOMO-LUMO gap (spin up / spin down) = 9.2 / 9.2 eV
energy relative to the best compared isomer or geometry (same formula, charge and spin) = 120.2 kcal per mole

---

Entry 2:
# C5H6O2

C5H6O2 in the gas phase in a non-equilibrium geometry (ωB97M-V/def2-TZVPD, the OMol25 dataset).

Cartesian coordinates (Å):
C -0.760 0.127 -1.291
C 0.152 -0.125 -0.152
C -0.231 0.048 1.095
C 0.669 -0.465 1.953
C 1.312 -0.777 -0.161
H -2.031 1.840 -1.520
H -0.119 0.543 -2.167
H -1.285 -0.855 -1.627
H -0.955 0.705 1.533
H 0.965 -0.237 2.987
H 2.077 -1.165 -0.906
O -1.582 1.236 -0.869
O 1.789 -0.876 1.122

DFT total energy = -344.5143 a.u.
highest occupied orbital energy = -8.66 eV
HOMO-LUMO gap = 9.5 eV
energy relative to the best compared isomer or geometry (same formula, charge and spin) = 55.0 kcal per mole

---

Entry 3:
# C5H6O2

C5H6O2 in the gas phase (ωB97M-V/def2-TZVPD, the OMol25 dataset).

Cartesian coordinates (Å):
O -1.449 -2.507 0.980
C -1.183 -1.333 0.899
C -0.955 -0.699 -0.436
O -1.029 0.707 -0.566
C 0.756 2.034 0.312
C 1.228 0.603 0.301
C 0.265 0.064 -0.730
H -1.079 -0.685 1.792
H -1.420 -1.233 -1.262
H 0.805 2.325 -0.764
H 2.269 0.544 -0.050
H 1.169 0.120 1.283
H 0.621 0.059 -1.760

DFT total energy = -344.3829 a.u.
highest occupied orbital energy = -8.99 eV
HOMO-LUMO gap = 8.6 eV
energy relative to the best compared isomer or geometry (same formula, charge and spin) = 137.4 kcal per mole

---

Entry 4:
# C5H6O2

C5H6O2 as an isolated structure in a non-equilibrium geometry (ωB97M-V/def2-TZVPD, the OMol25 dataset).

Cartesian coordinates (Å):
C 0.135 -1.049 1.345
C 0.387 0.300 0.698
O 1.752 0.619 0.778
C 0.048 0.379 -0.766
O 0.584 1.211 -1.482
C -1.032 -0.500 -1.282
C -1.633 0.369 -1.914
H 0.493 -0.988 2.375
H 0.697 -1.833 0.828
H -0.925 -1.327 1.354
H -0.259 1.067 1.172
H 1.915 1.177 -0.004
H -2.118 1.055 -2.575

DFT total energy = -344.4510 a.u.
highest occupied orbital energy = -10.18 eV
HOMO-LUMO gap = 10.3 eV
energy relative to the best compared isomer or geometry (same formula, charge and spin) = 94.7 kcal per mole

---

Which formula does entry 1 have? C5H6O2

---

Number 1 is which compound? C5H6O2

---

Which value of DFT total energy does entry 3 give? -344.3829 a.u.